{"formula": "C67H62NO2S", "method": "ωB97M-V/def2-TZVPD", "charge": -1, "lumo_ev": 1.9909, "orbital_gap_ev": 7.00, "symbols": ["S", "O", "O", "N", "C", "C", "C", "C", "C", "C", "C", "C", "C", "C", "C", "C", "C", "C", "C", "C", "C", "C", "C", "C", "C", "C", "C", "C", "C", "C", "C", "C", "C", "C", "C", "C", "C", "C", "C", "C", "C", "C", "C", "C", "C", "C", "C", "C", "C", "C", "C", "C", "C", "C", "C", "C", "C", "C", "C", "C", "C", "C", "C", "C", "C", "C", "C", "C", "C", "C", "C", "H", "H", "H", "H", "H", "H", "H", "H", "H", "H", "H", "H", "H", "H", "H", "H", "H", "H", "H", "H", "H", "H", "H", "H", "H", "H", "H", "H", "H", "H", "H", "H", "H", "H", "H", "H", "H", "H", "H", "H", "H", "H", "H", "H", "H", "H", "H", "H", "H", "H", "H", "H", "H", "H", "H", "H", "H", "H", "H", "H", "H", "H"], "xyz": [[2.205, 1.346, 2.595], [-1.475, 3.104, 2.223], [0.140, 3.213, 3.665], [2.369, -1.664, 2.967], [-0.427, 7.503, 8.007], [-1.658, 2.928, -3.204], [-3.372, -4.479, -4.960], [0.218, -6.138, -1.728], [4.416, -0.232, -0.641], [8.004, 1.481, -0.400], [-2.433, 4.732, -1.247], [-1.276, 2.719, -1.877], [0.799, -4.395, 0.361], [0.982, -4.995, -1.966], [1.024, 7.547, 9.927], [-3.779, -7.196, -4.547], [-2.743, -6.541, -3.893], [-3.379, 1.728, -6.973], [-4.612, -6.494, -5.405], [-4.625, -0.082, -7.949], [-2.812, 4.937, -2.564], [3.735, -2.144, 0.905], [10.346, 1.872, -0.796], [-5.353, 0.447, 1.832], [9.117, 2.308, -0.316], [8.122, 0.214, -0.957], [3.089, 0.241, 1.420], [1.009, -1.129, 3.094], [-5.445, 1.696, 2.432], [4.430, -1.659, -0.308], [1.268, -4.124, -0.916], [0.852, 7.488, 8.549], [2.377, -8.196, -5.749], [1.138, -7.782, -5.276], [-1.363, 7.624, 10.222], [1.793, 5.825, 4.730], [-1.718, 0.062, 3.404], [0.047, -8.638, -5.343], [-7.792, 1.330, 2.829], [10.463, 0.607, -1.358], [-2.429, 4.038, -3.545], [3.156, 7.999, 5.806], [3.752, 6.744, 5.787], [1.874, 8.165, 5.293], [-0.571, 0.934, 3.139], [-7.698, 0.078, 2.233], [-6.665, 2.137, 2.932], [-0.254, -6.400, -0.448], [-1.535, 7.574, 8.844], [-0.638, 2.490, 3.020], [0.196, -9.912, -5.877], [-1.490, -1.386, 3.482], [-3.819, 1.350, -5.710], [-5.069, -0.455, -6.686], [-4.412, -5.136, -5.609], [-4.661, 0.258, -5.567], [-0.155, -1.992, 3.351], [1.435, -10.328, -6.347], [1.193, 7.078, 4.757], [-6.478, -0.364, 1.736], [2.525, -9.468, -6.288], [3.758, 0.752, 0.236], [-2.536, -5.183, -4.103], [0.738, 0.323, 2.976], [3.072, 5.658, 5.248], [3.042, -1.199, 1.774], [-1.668, 3.626, -0.897], [-3.778, 1.009, -8.092], [0.038, -5.532, 0.595], [9.352, -0.224, -1.434], [-0.084, 7.612, 10.764], [-5.065, -4.590, -6.275], [1.862, -3.236, -1.099], [-5.003, -0.038, -4.581], [2.884, -1.223, 3.746], [-2.532, 7.590, 8.421], [9.444, -1.214, -1.866], [4.915, 0.119, -1.575], [1.552, -11.323, -6.761], [1.715, 7.431, 7.897], [1.356, -4.787, -2.962], [-0.655, -10.582, -5.926], [-0.677, 1.855, -1.611], [9.027, 3.294, 0.124], [-5.731, -1.300, -6.574], [-0.561, 7.460, 6.934], [-3.408, 5.804, -2.828], [-3.215, -3.420, -5.123], [4.955, -2.408, -0.952], [-2.732, 5.441, -0.484], [1.263, 4.978, 4.306], [-0.007, -6.822, -2.538], [-6.737, 3.111, 3.402], [0.194, 7.208, 4.358], [7.255, -0.433, -1.019], [-2.096, -7.090, -3.220], [3.538, 4.680, 5.231], [-4.940, -0.643, -8.822], [-2.732, 0.520, 3.513], [3.490, -9.790, -6.661], [-0.921, -8.312, -4.978], [-3.504, 1.910, -4.838], [3.753, -3.237, 1.144], [-0.324, -5.744, 1.594], [11.214, 2.519, -0.732], [-8.576, -0.553, 2.156], [-2.227, 7.672, 10.874], [7.044, 1.822, -0.030], [-1.354, 2.226, -3.973], [-2.723, 2.584, -7.084], [4.749, 6.612, 6.194], [-6.403, -1.342, 1.273], [3.228, -7.526, -5.699], [-1.723, -4.674, -3.598], [3.688, 8.848, 6.220], [11.420, 0.268, -1.736], [-1.381, 3.483, 0.142], [-3.431, 1.300, -9.076], [2.022, 7.540, 10.349], [-3.937, -8.256, -4.386], [-0.849, -7.287, -0.262], [-4.403, 0.105, 1.438], [-8.744, 1.676, 3.214], [-4.565, 2.327, 2.510], [3.734, 1.847, 0.013], [0.050, 7.654, 11.839], [1.406, 9.144, 5.311], [1.024, -6.789, -4.854], [-2.342, -2.089, 3.661], [-0.034, -3.102, 3.420], [1.027, -3.720, 1.179], [-5.419, -7.006, -5.916], [-2.730, 4.198, -4.575]], "atomic_forces_ev_per_a": [[-0.115, -0.670, -0.670], [0.659, -3.215, 1.040], [1.160, -1.684, 1.068], [-0.405, 1.092, 0.117], [-0.075, 0.036, 0.050], [0.056, 0.019, 0.215], [-0.073, -0.062, -0.061], [0.131, 0.215, 0.018], [-0.694, -0.587, 1.609], [-0.006, 0.012, 0.002], [0.031, -0.005, 0.059], [-0.223, 0.251, -0.304], [0.038, 0.046, 0.085], [-0.128, -0.148, 0.207], [-0.100, 0.000, -0.012], [0.085, -0.068, 0.078], [-0.038, 0.026, -0.044], [-0.024, -0.040, 0.029], [-0.086, -0.010, -0.066], [-0.022, -0.029, 0.002], [-0.124, 0.165, -0.040], [0.122, 1.966, -0.690], [-0.020, -0.024, -0.007], [-0.013, -0.036, 0.003], [0.015, -0.008, -0.018], [0.031, -0.022, -0.031], [-0.222, -1.347, -0.014], [-3.192, 0.976, 0.112], [0.086, 0.089, 0.030], [-1.193, 1.396, 1.498], [0.015, -0.069, -0.241], [0.043, -0.012, 0.064], [-0.008, -0.022, -0.011], [0.000, 0.000, -0.003], [-0.009, 0.016, -0.001], [-0.081, -0.202, -0.069], [2.256, -0.929, -0.431], [-0.007, -0.033, 0.023], [0.035, -0.013, -0.007], [-0.015, 0.007, 0.019], [0.167, -0.256, -0.086], [0.031, 0.034, -0.050], [-0.001, -0.020, -0.014], [0.030, -0.011, -0.079], [0.237, -1.500, 0.014], [0.001, 0.016, 0.009], [-0.038, -0.070, -0.025], [-0.007, -0.047, -0.072], [0.059, 0.004, 0.023], [-1.992, 3.366, -1.849], [0.040, 0.020, 0.008], [1.345, 0.870, -0.106], [0.067, 0.108, -0.020], [0.074, 0.045, -0.050], [0.119, 0.054, 0.072], [-0.060, -0.061, 0.026], [0.036, 2.257, -0.424], [-0.006, 0.007, -0.011], [0.127, 0.098, 0.055], [-0.014, 0.030, 0.013], [-0.025, 0.015, 0.023], [-0.041, -2.561, 0.397], [0.048, -0.027, 0.028], [-0.139, -1.688, 0.099], [-0.004, 0.162, 0.053], [1.596, 0.629, -2.773], [0.169, -0.043, 0.146], [0.016, 0.031, -0.026], [-0.011, -0.032, 0.012], [0.009, 0.038, -0.002], [0.023, 0.008, -0.008], [-0.022, 0.048, -0.039], [-0.032, -0.013, 0.043], [0.021, 0.031, -0.042], [-0.156, -0.384, -0.217], [0.037, -0.025, 0.013], [-0.007, 0.043, 0.013], [-0.469, -0.330, 0.906], [-0.005, 0.045, 0.009], [-0.076, -0.027, 0.006], [-0.023, 0.007, 0.043], [0.032, 0.028, 0.001], [-0.028, 0.045, 0.008], [-0.004, -0.044, -0.022], [-0.058, -0.086, 0.008], [0.044, -0.032, 0.050], [0.008, -0.027, -0.003], [-0.007, -0.007, 0.003], [-0.561, 0.902, 0.587], [0.027, -0.069, 0.016], [-0.045, -0.009, 0.009], [0.071, 0.019, 0.024], [0.017, -0.038, -0.028], [0.046, -0.055, -0.019], [0.034, 0.032, 0.050], [-0.055, 0.045, 0.010], [-0.054, 0.020, -0.014], [0.013, 0.025, 0.035], [1.063, -0.580, -0.117], [-0.034, 0.008, 0.024], [0.054, 0.001, -0.054], [-0.053, -0.050, -0.025], [-0.121, 1.203, -0.149], [-0.001, 0.023, -0.042], [-0.035, -0.022, -0.003], [0.030, 0.022, 0.003], [0.034, 0.001, -0.024], [0.027, -0.045, 0.002], [0.010, 0.016, 0.034], [-0.011, -0.032, 0.015], [-0.029, 0.018, -0.018], [-0.003, 0.043, 0.008], [-0.038, -0.023, 0.001], [-0.049, -0.032, 0.020], [-0.022, -0.024, -0.001], [-0.031, 0.009, 0.023], [-0.076, -0.085, -0.015], [-0.018, -0.010, 0.039], [-0.030, -0.017, -0.020], [0.001, 0.036, 0.002], [0.018, 0.024, -0.009], [-0.016, 0.047, 0.026], [0.029, -0.017, -0.007], [0.010, -0.047, -0.049], [0.030, -1.209, 0.162], [-0.011, -0.005, -0.036], [0.021, -0.024, 0.016], [-0.008, -0.034, -0.034], [0.788, 0.863, -0.158], [-0.070, 1.198, -0.028], [-0.002, 0.018, -0.069], [0.029, 0.027, 0.027], [0.025, 0.003, 0.021]]}